(1)
{
  "formula": "C42H94NO10S",
  "method": "the ωB97M-V functional and the def2-TZVPD basis",
  "fmax_ev_per_a": 4.3,
  "homo_lumo_gap_ev": [9.36, 8.54],
  "e_homo_ev": [-8.742, -8.746],
  "lumo_ev": [0.618, -0.203],
  "energy_ev": -77870.3780,
  "s_squared": 0.754,
  "multiplicity": 2,
  "elements": ["S", "O", "O", "O", "O", "O", "O", "O", "O", "O", "O", "N", "C", "C", "C", "C", "C", "C", "C", "C", "C", "C", "C", "C", "C", "C", "C", "C", "C", "C", "C", "C", "C", "C", "C", "C", "C", "C", "C", "C", "C", "C", "C", "C", "C", "C", "C", "C", "C", "C", "C", "C", "C", "C", "H", "H", "H", "H", "H", "H", "H", "H", "H", "H", "H", "H", "H", "H", "H", "H", "H", "H", "H", "H", "H", "H", "H", "H", "H", "H", "H", "H", "H", "H", "H", "H", "H", "H", "H", "H", "H", "H", "H", "H", "H", "H", "H", "H", "H", "H", "H", "H", "H", "H", "H", "H", "H", "H", "H", "H", "H", "H", "H", "H", "H", "H", "H", "H", "H", "H", "H", "H", "H", "H", "H", "H", "H", "H", "H", "H", "H", "H", "H", "H", "H", "H", "H", "H", "H", "H", "H", "H", "H", "H", "H", "H", "H", "H"],
  "positions_angstrom": [[-4.3459, -5.9538, 4.9065], [3.7144, 0.1390, -4.3809], [6.6963, -2.7220, -7.4384], [6.3264, 4.1202, 3.3375], [0.9806, 0.3990, 3.5989], [-3.3459, 7.5211, -3.2925], [-0.6268, -3.9639, 1.8919], [-0.5912, 2.2976, -7.1960], [-1.8609, -2.7518, 8.0938], [0.3936, -0.9941, 1.1681], [-1.0625, 2.7225, -2.4577], [-1.6580, -4.2841, 2.6685], [-3.7680, -3.3908, 3.9389], [-9.3333, -3.8252, 2.9755], [-0.8779, 4.0499, -0.4586], [-4.4795, 8.0092, -5.3578], [7.6525, -4.5498, -6.2000], [-2.4725, -3.0843, 3.0475], [5.5106, -0.5887, -5.8088], [1.5496, 1.6629, 3.9274], [-1.7187, 3.7269, -1.6841], [8.0834, 4.4703, 4.9433], [-2.1520, -0.5960, 9.1218], [-1.7011, 1.0902, -5.4357], [-8.7721, -4.4635, 4.2811], [-1.9214, -6.7759, 2.6212], [-0.4051, 1.2886, -6.2046], [-0.3543, -1.0026, 7.4152], [1.4768, -1.0976, -0.9788], [-4.6082, -4.7028, 3.5155], [6.2899, 2.7518, 5.3160], [2.8999, 1.8030, 3.2420], [4.1478, 0.0818, -5.7401], [-2.0789, -5.4582, 0.4072], [-1.9424, 4.9614, -2.5429], [-1.7676, -1.3481, 7.8573], [-2.8339, -2.1062, 1.7772], [-4.0491, -5.2097, 2.0980], [4.1924, 1.4890, -6.3149], [-0.6813, 0.1462, -0.6597], [-1.4931, -2.1713, 3.9919], [-4.6237, 9.5578, -3.3856], [-7.2359, -4.7382, 4.4741], [8.7217, -3.6907, -8.3041], [0.6423, -0.2543, -0.0278], [0.5969, 2.7709, 3.5055], [0.0446, -0.0003, -6.8738], [-8.3157, -3.4296, 1.8776], [7.9314, -3.3253, -7.0574], [-4.5232, 8.1105, -3.8412], [-6.7956, -3.7068, 2.0784], [6.6193, 4.1171, 4.7333], [-6.1897, -4.3839, 3.3518], [-2.4564, -5.3594, 1.9930], [-2.5833, 8.0143, -3.6242], [-2.0758, -1.6713, 4.8344], [8.7352, 3.7454, 4.4449], [-2.9711, -5.8128, 5.1638], [8.9050, -2.8035, -8.9162], [0.9987, 3.7556, 3.7598], [-1.4409, -6.6370, 3.6538], [0.2122, -0.7897, -6.1364], [8.3356, 4.4927, 6.0067], [-2.6833, 3.3174, -1.3708], [2.4200, -1.3879, -0.5078], [2.7947, 1.7357, 2.1541], [7.0743, -4.2744, -5.3137], [0.3746, -1.2792, 8.1842], [-1.0510, -5.9205, 0.2514], [5.8622, -0.6623, -6.8390], [1.6992, -0.5518, -1.8997], [4.5051, 1.4780, -7.3622], [-0.3727, 2.6512, 3.9967], [8.4873, -2.5864, -6.4732], [-2.8585, -6.1920, -0.0397], [-0.2555, 0.0665, 7.2095], [3.2088, 1.9628, -6.2484], [9.6832, -4.1410, -8.0442], [-2.5377, 4.7128, -3.4252], [-10.4493, -3.6452, 2.8219], [-3.9873, -2.0006, 1.8153], [-2.4726, -1.1057, 7.0570], [6.1964, -3.3677, -7.9561], [-0.9900, 5.3622, -2.9062], [-0.7452, -2.9168, 4.4631], [-1.2799, 1.9951, -7.8028], [-3.4713, -3.4410, 5.0450], [5.2379, 2.5063, 5.1478], [3.4158, -0.5166, -6.2901], [-4.3754, -4.5410, 1.2131], [0.9714, 0.1601, -7.4319], [6.4882, 2.7229, 6.3906], [8.5820, -5.0259, -5.8772], [0.9546, -2.0240, -1.2392], [0.4120, 2.7370, 2.4267], [-5.5269, 10.0333, -3.7769], [-0.8504, -1.4489, 3.3753], [-0.1010, -1.7924, 0.9322], [-6.1139, -3.3756, 1.2093], [-2.2267, -4.4734, -0.1475], [0.3755, 1.6409, -5.5243], [-2.5102, 0.7804, -6.1058], [-0.2075, 3.0749, -2.7401], [-2.4606, -2.5145, 0.7814], [6.2505, -0.0295, -5.2256], [-5.3778, 7.5449, -3.4595], [-6.9445, -5.2039, 5.4691], [-2.4210, -1.0489, 1.9523], [-1.2760, 0.7422, 0.0388], [-1.3626, 4.8057, 0.1648], [-3.6046, 8.5311, -5.7589], [4.8865, 2.1197, -5.7496], [8.3083, 5.4484, 4.5097], [0.1110, 4.4192, -0.7499], [1.6841, 1.6871, 5.0129], [-4.4736, -2.4794, 3.8508], [6.8807, 3.4502, 2.9155], [-1.2409, -2.9765, 8.8003], [0.8572, 0.3675, 2.6374], [4.3557, 0.6664, -3.8864], [-1.4860, -0.8589, 9.9501], [-0.0877, -1.5585, 6.5126], [3.3706, 2.7587, 3.4886], [-4.4977, -6.2496, 1.8586], [-4.6426, 9.6163, -2.2939], [5.4662, -1.5936, -5.3824], [6.8793, 1.9670, 4.8309], [1.2014, 0.6436, 0.2551], [-9.5491, -4.7339, 5.0879], [-1.5848, 0.3332, -4.6558], [-1.2257, -7.3076, 1.8778], [-5.3784, 8.4383, -5.8082], [7.0566, -5.2847, -6.7510], [-2.0177, 2.0266, -4.9695], [-3.1655, -0.8626, 9.4341], [8.1629, -4.3959, -8.9278], [3.5704, 0.9942, 3.5450], [-0.7027, -0.3483, -7.5946], [-2.8602, -7.4277, 2.8053], [-2.4586, 5.7434, -1.9829], [-0.5235, 0.7288, -1.5688], [-3.7538, 10.1332, -3.7185], [-2.1067, 0.4852, 8.9674], [5.9872, 4.8780, 5.1997], [-8.6582, -2.9525, 0.9016], [-1.2782, -0.7375, -0.9095], [-4.3959, 6.9649, -5.6706], [-0.7153, 3.1515, 0.1436]]
}

(2)
{
  "formula": "C5H18Si3",
  "method": "the ωB97M-V functional and the def2-TZVPD basis",
  "fmax_ev_per_a": 3.3,
  "de_lowest_kcal_mol": 6.81,
  "homo_lumo_gap_ev": 10.12,
  "e_homo_ev": -9.423,
  "lumo_ev": 0.694,
  "energy_ev": -29107.4069,
  "elements": ["Si", "Si", "Si", "C", "C", "C", "C", "C", "H", "H", "H", "H", "H", "H", "H", "H", "H", "H", "H", "H", "H", "H", "H", "H", "H", "H"],
  "positions_angstrom": [[1.4779, -1.6111, -0.1444], [2.0340, 2.0531, 1.1900], [0.4852, 0.1665, 0.8574], [2.6660, -1.1631, -1.5417], [-3.6683, 1.2061, 0.1159], [-1.1741, 0.7791, -0.1835], [-2.2333, 1.3672, 0.6968], [0.3177, -3.0195, -0.8068], [2.7448, -2.0056, -2.2784], [3.2442, 1.4829, 1.5097], [-0.3052, -2.8164, -1.6596], [-1.6079, -0.2358, -0.4287], [3.6896, -0.9693, -1.2969], [-0.7874, 1.4970, -0.9347], [2.1613, 3.0653, 0.0372], [1.9099, 3.0395, 2.2630], [2.2824, -2.2020, 1.1492], [2.2115, -0.2795, -2.1635], [-2.1691, 1.1091, 1.7292], [-4.4700, 1.5377, 0.7520], [-3.9756, 0.2843, -0.1950], [-0.0044, -3.4269, 0.1925], [-0.0141, -0.3622, 2.2205], [0.8577, -3.8467, -1.2296], [-3.7070, 1.8463, -0.6989], [-1.9660, 2.5039, 0.8484]]
}

(3)
{
  "formula": "C14H26ClI2N2P2RuSe",
  "method": "the ωB97M-V functional and the def2-TZVPD basis",
  "fmax_ev_per_a": 4.1,
  "de_lowest_kcal_mol": 0.00,
  "charge": 2,
  "homo_lumo_gap_ev": [5.57, 5.46],
  "e_homo_ev": [-13.559, -14.786],
  "lumo_ev": [-7.992, -9.322],
  "energy_ev": -133133.8753,
  "s_squared": 8.776,
  "multiplicity": 6,
  "elements": ["I", "I", "Ru", "Se", "Cl", "P", "P", "N", "N", "C", "C", "C", "C", "C", "C", "C", "C", "C", "C", "C", "C", "C", "C", "H", "H", "H", "H", "H", "H", "H", "H", "H", "H", "H", "H", "H", "H", "H", "H", "H", "H", "H", "H", "H", "H", "H", "H", "H", "H"],
  "positions_angstrom": [[-0.9299, -1.2172, -1.9926], [1.6868, 1.1203, 1.1989], [0.4557, 1.4231, -2.0137], [-0.8556, 0.5265, 0.0763], [1.7485, 2.7235, -3.5384], [2.1648, -0.0265, -1.7666], [-0.9999, 3.1126, -1.8003], [-1.1830, -2.3410, 0.9756], [-0.6090, -1.1237, 2.6633], [-1.6279, 3.1692, -3.5049], [-0.3982, 0.0104, 3.5481], [-0.7280, -2.4455, 3.1472], [2.2622, -1.5225, -0.7205], [-0.8627, -2.9189, 4.4483], [-2.5299, 3.2450, -0.7874], [-0.8647, -1.0882, 1.3320], [-1.4424, -4.1885, 4.6137], [-0.1445, 4.6837, -1.4379], [3.7872, 0.7426, -1.5164], [-1.1243, -3.2167, 2.0727], [-1.8754, -4.9523, 3.5282], [2.2458, -0.6867, -3.4477], [-1.7198, -4.4744, 2.2274], [2.2757, -1.2643, 0.3428], [-2.2371, 4.0701, -3.6330], [-1.2441, 0.6864, 3.5072], [-2.2391, 2.2728, -3.6637], [1.4322, -1.4028, -3.6123], [3.8391, 1.6645, -2.1087], [-3.0684, 4.1585, -1.0834], [4.5431, 0.0245, -1.8592], [-0.8180, 5.5304, -1.6356], [3.2124, -2.0216, -0.9640], [-0.7686, 3.1569, -4.1882], [3.9449, 0.9647, -0.4521], [3.2096, -1.1976, -3.5371], [-3.1555, 2.3805, -0.9647], [-1.4254, -2.6061, 0.0178], [1.4284, -2.2019, -0.9138], [0.5096, 0.5375, 3.2645], [-2.0456, -4.9929, 1.3347], [-1.5664, -4.5825, 5.6391], [0.1421, 4.6633, -0.3777], [-2.2650, 3.2995, 0.2594], [-2.3246, -5.9004, 3.6937], [0.7592, 4.7269, -2.0621], [-0.5212, -2.2938, 5.2898], [-0.2575, -0.3672, 4.5669], [2.1845, 0.1404, -4.1657]]
}